(a)
14
Properties=species:S:1:pos:R:3:lowdin_charge:R:1 method="wB97M-V/def2-TZVPD" total_charge=0 smiles="C[C@]12C=C[C@@]1(Cl)C2"
Cl 2.287 -1.107 0.951 0.64
C 0.475 1.152 -1.407 -0.04
C -0.381 -0.192 1.711 -0.04
C -0.013 0.262 -0.290 -0.32
C 0.590 -0.740 0.666 -0.85
C -0.892 0.775 0.835 0.01
C -0.307 -1.475 -0.237 0.01
H -0.131 -2.204 -1.058 0.10
H 1.098 0.641 -2.108 0.06
H 1.148 2.004 -1.088 0.11
H -1.664 1.484 1.011 0.09
H -1.318 -1.596 0.185 0.09
H -0.403 1.449 -1.895 0.06
H -0.489 -0.452 2.724 0.08

***

(b)
14
Properties=species:S:1:pos:R:3:lowdin_charge:R:1 method="wB97M-V/def2-TZVPD" total_charge=0 smiles="C=CC(=C)C(=C)Cl"
Cl -1.975 -0.429 -0.984 0.70
C 0.694 -0.199 -0.666 -0.37
C -0.546 -2.343 -0.086 -0.02
C 0.570 1.126 -0.014 -0.15
C 1.782 -0.729 -1.256 0.10
C -0.247 1.287 1.006 -0.01
C -0.450 -1.041 -0.449 -0.74
H 1.173 1.891 -0.537 0.12
H -0.197 2.193 1.586 0.06
H 1.786 -1.769 -1.563 0.07
H 2.659 -0.206 -1.359 0.04
H -1.456 -2.847 -0.224 0.02
H 0.259 -3.137 0.175 0.10
H -0.862 0.584 1.558 0.07

***

(b) has the most favorable energy; the next structure is 31.0 kcal/mol above.

***

(a)
102
Properties=species:S:1:pos:R:3:lowdin_charge:R:1 method="wB97M-V/def2-TZVPD" total_charge=+1
F -2.697 -1.887 -1.917 -0.12
O -3.875 3.337 3.996 -0.08
N 1.620 -0.947 0.481 0.02
N 2.364 0.024 1.048 0.18
N -3.983 -2.103 -3.081 0.16
N 1.482 0.925 1.538 0.05
C 1.550 -1.257 -2.454 -0.37
C -3.662 -2.470 -4.327 -0.23
C 3.682 -4.180 -1.299 -0.04
C 0.886 3.415 -1.431 -0.05
C 2.304 -2.059 -0.125 -0.08
C -4.646 -2.454 -5.310 0.04
C 2.562 -0.684 -3.452 -0.06
C 2.866 -3.366 -2.075 -0.03
C -2.972 2.528 3.386 -0.26
C -2.291 -2.902 -4.691 -0.01
C 1.563 4.657 1.391 -0.02
C 0.368 -1.847 -3.205 -0.09
C 3.368 -2.562 2.156 -0.38
C 3.405 3.875 2.730 -0.03
C 0.226 3.149 -0.079 -0.38
C 3.190 -2.833 0.656 -0.11
C -1.641 2.593 3.872 0.02
C -1.041 3.978 0.115 -0.06
C 3.926 1.412 4.536 -0.05
C -0.646 1.874 3.252 -0.01
C -6.226 -1.743 -3.679 0.03
C 0.176 0.453 1.387 -0.10
C 2.218 -2.266 -1.514 -0.12
C -7.045 -2.102 -6.045 -0.02
C -0.740 -1.445 -0.069 0.08
C 3.082 2.545 2.454 -0.12
C -0.908 1.114 2.074 -0.16
C 5.460 1.690 2.560 -0.05
C -3.276 1.690 2.288 -0.01
C 2.645 4.925 2.230 -0.04
C -5.220 -1.747 -2.716 -0.24
C -5.959 -2.096 -5.003 -0.22
C 4.013 1.473 3.012 -0.39
C -5.224 3.397 3.490 -0.06
C 1.223 3.346 1.060 -0.12
C 1.915 2.286 1.709 -0.09
C -5.542 -1.391 -1.311 -0.01
C 2.242 -3.175 2.976 -0.05
C 3.863 -3.894 0.058 -0.02
C 0.229 -0.691 0.579 -0.19
C -2.247 1.049 1.614 -0.01
C 4.739 -2.959 2.711 -0.07
H -7.844 -2.809 -5.782 0.10
H 2.909 5.958 2.467 0.11
H -0.079 2.101 -0.089 0.11
H -0.870 5.032 -0.137 0.08
H 4.862 -4.049 2.739 0.08
H -0.461 -2.440 -0.398 0.07
H 4.277 4.079 3.354 0.12
H 4.530 0.583 4.926 0.08
H -7.504 -1.110 -6.146 0.10
H 6.097 0.870 2.911 0.08
H 1.223 4.459 -1.499 0.09
H 4.540 -4.511 0.652 0.11
H 0.364 1.898 3.659 0.12
H 3.308 -1.472 2.260 0.09
H -0.060 -1.084 -3.867 0.08
H 1.268 -2.849 2.599 0.07
H -7.231 -1.461 -3.375 0.13
H -5.742 2.437 3.623 0.10
H 2.286 -4.269 2.921 0.09
H 3.417 -0.247 -2.926 0.09
H 0.990 5.479 0.957 0.12
H -1.393 3.916 1.150 0.08
H 2.756 -3.548 -3.147 0.12
H 2.928 -1.471 -4.123 0.08
H -6.635 -2.394 -7.017 0.08
H 1.169 -0.439 -1.834 0.12
H 5.860 2.631 2.957 0.08
H -1.757 -1.110 -0.018 0.01
H 1.758 2.763 -1.559 0.08
H -2.320 -3.321 -5.700 0.09
H 5.514 1.723 1.466 0.09
H 3.681 0.520 2.594 0.08
H -5.315 -2.207 -0.623 0.10
H -1.432 3.224 4.733 0.13
H -5.700 4.165 4.102 0.10
H 2.094 0.099 -4.060 0.08
H -1.601 -2.059 -4.711 0.07
H 0.669 -2.707 -3.818 0.09
H 5.547 -2.523 2.111 0.09
H -4.306 1.573 1.951 0.11
H -5.246 3.692 2.430 0.10
H -0.420 -2.161 -2.516 0.04
H -4.370 -2.740 -6.321 0.13
H 4.842 -2.582 3.736 0.08
H 0.185 3.213 -2.250 0.08
H 4.295 2.346 4.981 0.08
H -2.452 0.505 0.696 0.10
H -5.004 -0.500 -0.982 0.09
H 2.889 1.264 4.861 0.08
H -6.612 -1.182 -1.253 0.09
H -1.903 -3.657 -4.008 0.10
H 2.329 -2.873 4.025 0.09
H -1.842 3.593 -0.530 0.09
H 4.193 -5.024 -1.748 0.11

***

(b)
102
Properties=species:S:1:pos:R:3:lowdin_charge:R:1 method="wB97M-V/def2-TZVPD" total_charge=+1
F -0.593 2.445 -2.092 -0.33
O 6.076 1.508 1.676 -0.06
N -0.398 3.618 -4.197 0.14
N -0.978 -1.475 1.877 0.23
N -1.452 -0.418 1.186 0.04
N 0.367 -1.356 1.855 0.06
C -3.949 -0.862 4.689 -0.07
C 2.960 -4.624 2.465 -0.03
C -1.036 3.754 -6.357 0.00
C 4.234 0.385 2.565 0.04
C 0.932 4.792 -5.585 0.00
C -3.060 -0.246 3.592 -0.38
C 3.934 1.783 0.550 0.02
C -0.949 -4.448 4.264 -0.04
C 1.558 -3.203 -1.368 -0.04
C -0.122 -3.171 4.138 -0.40
C -2.527 2.490 -4.819 -0.02
C -3.692 -0.284 2.170 -0.10
C 0.327 5.092 -8.030 -0.04
C 1.228 -2.492 2.043 -0.09
C -3.158 -2.191 -2.019 -0.06
C 2.913 0.021 2.457 -0.01
C 2.626 1.319 0.460 0.00
C 2.208 -2.245 -0.368 -0.38
C 0.730 -0.118 1.262 -0.03
C -4.878 -0.318 -0.334 -0.02
C 1.026 -3.315 3.169 -0.13
C 1.653 4.605 -3.198 -0.02
C 2.190 -2.825 1.037 -0.12
C 3.087 -3.859 1.289 -0.01
C 3.601 -1.839 -0.808 -0.05
C 6.693 2.326 0.689 -0.06
C -2.670 -0.853 -1.451 -0.37
C 0.401 -2.695 5.482 -0.05
C 0.073 4.531 -6.639 -0.24
C -0.443 0.465 0.704 -0.11
C 4.751 1.260 1.575 -0.25
C -5.079 -0.207 2.066 -0.01
C -1.291 3.286 -5.086 -0.30
C -2.585 1.139 3.980 -0.05
C -5.679 -0.245 0.796 -0.02
C 2.095 0.387 1.369 -0.17
C -3.499 -0.453 -0.231 -0.13
C 1.924 -4.366 3.350 -0.02
C -2.697 0.211 -2.535 -0.08
C 0.712 4.293 -4.313 -0.31
C -2.877 -0.345 1.019 -0.09
C -0.689 1.405 -0.273 0.16
H 2.104 3.707 -2.819 0.06
H -3.443 1.805 4.091 0.09
H 3.683 -5.422 2.685 0.12
H -3.123 -2.990 -1.267 0.09
H 6.305 3.362 0.706 0.11
H 1.793 5.364 -5.743 0.10
H -3.170 2.576 -5.677 0.08
H 0.115 2.067 -0.578 0.06
H 2.424 5.240 -3.590 0.07
H 2.104 -4.142 -1.458 0.09
H -2.116 -0.145 -3.394 0.09
H -1.623 -1.009 -1.146 0.12
H 2.012 1.642 -0.384 0.11
H 2.454 -0.652 3.200 0.12
H -0.420 -2.537 6.184 0.08
H 1.025 -3.467 5.946 0.09
H -4.817 -0.230 4.916 0.08
H -1.733 3.526 -7.105 0.10
H -0.352 -5.257 4.699 0.08
H 4.104 -1.310 0.006 0.08
H -4.180 -2.111 -2.404 0.08
H -2.532 -2.515 -2.850 0.08
H -4.301 -1.870 4.421 0.09
H 4.310 2.507 -0.162 0.11
H 1.589 -1.355 -0.408 0.10
H 3.893 -4.093 0.577 0.13
H 0.340 6.205 -8.024 0.09
H -5.305 -0.359 -1.343 0.13
H -1.684 1.852 -0.320 0.11
H -2.213 1.123 -2.179 0.04
H -1.333 -4.758 3.286 0.09
H 1.506 -2.770 -2.375 0.09
H 1.294 4.736 -8.439 0.09
H 3.550 -1.165 -1.664 0.09
H -2.180 -0.904 3.569 0.09
H -3.024 2.840 -3.926 0.09
H -2.064 1.122 4.939 0.09
H -0.463 4.753 -8.727 0.08
H 1.137 5.111 -2.397 0.08
H -3.389 -0.958 5.632 0.08
H -0.786 -2.394 3.757 0.08
H 6.585 1.938 -0.330 0.10
H 1.005 -1.781 5.399 0.08
H -1.781 -4.280 4.958 0.09
H -3.731 0.426 -2.862 0.10
H -1.929 1.538 3.202 0.07
H 1.786 -4.974 4.248 0.12
H 0.523 -3.437 -1.079 0.08
H 4.849 -0.004 3.370 0.13
H -6.734 -0.102 0.695 0.11
H 7.734 2.306 0.940 0.09
H -5.708 -0.165 2.960 0.12
H -2.292 1.447 -4.695 0.05
H 4.208 -2.696 -1.110 0.08

***

(a) has the most favorable energy; the next structure is 6.6 kcal/mol above.